The following is a quantum chemistry calculation of C45H58Br54ClF3N3O4S2 as an isolated structure at a distorted geometry, from OMol25.

The multiplicity is 1. As for the total energy: -3884891.724 eV. The HOMO-LUMO gap comes out at 6.7 eV. As for the energy above the lowest of the compared OMol25 structures with the same formula, charge and spin: 0.0 kcal per mole. As for the net charge: +1. The value obtained for the HOMO energy is -10.51 eV.

```
170
Properties=species:S:1:pos:R:3:forces:R:3
Br 7.625 -4.374 10.285 0.0 0.0 0.0
Br 2.012 -7.281 12.673 0.0 0.0 0.0
Br -1.180 5.474 -1.534 0.0 -0.1 -0.1
Br -0.744 9.098 4.220 0.0 0.0 0.0
Br 5.820 -3.480 7.814 0.0 0.1 -0.1
Br 6.761 -3.163 3.120 0.2 0.0 0.1
Br 1.695 -0.323 12.162 0.0 -0.1 0.0
Br 5.196 4.943 4.400 0.0 0.0 0.0
Br -2.795 -7.483 -6.006 0.0 0.0 0.0
Br 0.295 6.872 0.916 0.0 0.0 0.0
Br -3.203 -1.655 11.140 0.0 0.0 0.0
Br 4.963 -2.899 -2.097 0.1 -0.4 0.2
Br 2.122 -4.585 10.996 -0.1 0.0 -0.1
Br 1.149 -5.631 0.647 -0.1 -0.2 -0.1
Br 12.184 -3.835 1.291 0.0 0.0 -0.1
Br 2.271 5.170 5.617 0.1 0.1 0.0
Br -6.108 6.091 2.888 0.1 0.0 0.0
Br 5.397 -6.338 9.140 0.0 -0.1 0.0
Br 4.438 -1.717 11.319 0.2 0.2 0.2
Br 1.751 -5.236 -9.938 0.0 0.0 0.0
Br 15.494 -1.974 0.707 0.0 0.0 0.1
Br 5.978 -0.587 4.809 -0.1 0.0 0.0
Br 0.351 4.209 -6.472 -0.1 0.1 0.0
Br 0.153 2.767 -9.288 0.0 -0.1 0.0
Br 8.955 -0.962 3.770 0.1 0.1 0.0
Br -3.263 7.931 5.766 0.0 0.0 0.0
Br 2.039 -2.098 -9.541 0.0 0.1 0.1
Br -5.283 -5.875 -4.861 0.0 0.0 0.1
Br 2.106 -2.202 -0.845 -0.1 0.1 0.0
Br 2.253 -1.139 9.076 1.5 0.2 3.5
Br -2.177 4.965 1.440 -0.1 0.0 0.0
Br 13.693 -3.097 3.990 0.0 0.0 0.0
Br -8.480 1.951 -6.426 0.1 0.0 0.0
Br 16.710 -3.938 -1.471 0.0 0.0 0.0
Br 2.806 2.515 -7.565 0.1 0.0 0.0
Br -10.262 -0.260 -7.849 0.0 0.0 0.0
Br 1.602 -5.853 3.781 0.0 0.0 0.0
Br 11.093 -4.921 4.071 -0.1 0.0 0.0
Br 14.091 -2.261 -2.124 -0.1 0.0 0.0
Br 4.329 -3.581 0.950 -0.1 0.2 -0.1
Br -1.191 -0.728 8.868 -0.3 0.2 0.3
Br 1.615 -3.292 -12.449 0.0 0.0 0.0
Br -1.978 1.278 11.223 0.1 0.0 0.0
Br -0.104 -3.458 2.573 0.0 0.1 0.1
Br -11.634 1.981 -6.058 0.0 0.0 0.0
Br -2.925 4.781 -4.661 0.0 0.0 0.1
Br -8.169 3.680 2.752 0.0 0.0 0.0
Br -6.036 5.237 -5.116 0.0 0.2 -0.3
Br -5.389 -7.080 -7.799 0.0 0.0 0.0
Br -0.889 6.002 4.917 -0.1 -0.1 0.1
Br -4.616 2.653 -6.306 0.0 -0.1 0.0
Br -9.082 6.489 3.921 0.0 0.0 0.0
Br 4.245 2.899 6.643 0.0 0.0 0.0
Br 3.783 -4.844 13.684 0.1 0.0 0.0
Cl -9.333 -0.987 -3.365 -0.4 0.0 -0.2
S -0.364 -1.265 -7.116 -0.1 0.1 -0.8
S 1.323 1.499 4.779 0.3 0.5 -0.2
F -4.377 -2.722 -6.031 0.1 -0.2 -0.5
F -3.260 -1.877 -7.659 0.0 0.0 -0.2
F -2.409 -3.472 -6.458 0.2 -0.2 -0.1
O -4.606 -2.558 -3.416 -0.2 1.5 -0.2
O -4.341 1.585 -2.812 -0.1 0.0 -0.2
O -5.697 -0.976 -4.616 0.7 0.8 0.1
O -0.046 -0.739 5.557 -0.4 -0.2 -0.3
N 1.341 -1.524 7.083 -0.8 0.7 -2.8
N -0.856 0.207 -4.905 -0.3 0.2 0.2
N 1.869 -0.305 6.591 -1.0 -0.5 -1.1
C -7.685 -1.673 -3.332 0.3 0.4 0.7
C -3.290 -0.891 -4.383 -0.5 0.0 -0.5
C -10.082 0.887 -6.321 -0.1 0.0 -0.1
C 1.013 0.078 5.690 1.0 0.3 0.9
C 3.888 -0.112 -3.659 -0.3 1.1 0.3
C 0.409 -5.304 2.386 0.1 0.0 0.1
C -3.570 0.509 -2.349 0.1 0.9 -0.1
C 0.527 2.155 0.388 -0.4 0.1 0.3
C 0.756 1.581 1.767 -0.1 -0.2 -0.4
C -1.328 -0.777 -5.727 0.4 0.2 0.3
C -1.034 1.686 -2.926 0.4 0.0 0.5
C -0.294 1.035 -1.744 -0.5 0.0 0.1
C 5.912 -4.513 9.432 -0.1 0.0 0.1
C -7.439 -2.212 -1.938 0.3 -0.5 -0.3
C -0.266 1.979 4.067 -0.1 -0.7 0.0
C -4.614 -1.541 -4.079 -0.2 -1.9 1.2
C 3.622 -3.405 -0.814 0.0 -0.1 0.0
C -2.791 0.086 -3.542 -0.2 -1.1 -0.1
C 2.193 -5.369 12.745 0.0 0.0 0.0
C -7.631 5.256 3.714 0.0 0.0 0.0
C 0.477 0.790 -5.183 0.5 -0.3 0.0
C -4.419 4.510 -5.850 -0.1 0.0 0.1
C -1.370 6.224 0.229 0.1 0.0 0.1
C -6.073 3.119 -2.457 0.0 0.2 0.4
C 1.316 3.636 -8.036 0.0 -0.1 0.0
C 4.481 0.327 -2.343 0.3 -0.2 -0.5
C 15.758 -2.299 -1.165 0.0 0.0 0.0
C 2.692 0.748 -4.018 0.1 -0.5 -0.8
C -2.560 -0.170 10.110 0.0 0.0 -0.1
C -4.273 -6.333 -6.431 0.0 0.0 0.0
C -2.568 -1.321 -5.489 -0.1 0.1 0.0
C 12.000 -3.490 3.169 0.0 0.0 0.0
C -3.149 -2.368 -6.425 -0.1 0.2 0.1
C -1.567 0.642 -3.821 0.6 0.2 -1.0
C -6.733 -0.547 -3.721 -0.8 -0.6 -0.3
C 4.104 4.688 5.959 0.0 -0.2 0.0
C 1.234 -3.507 -10.585 0.0 -0.1 0.0
C -1.893 7.582 4.472 0.0 0.0 0.0
C 7.363 -1.846 4.380 0.0 0.0 0.1
C 0.237 -1.705 6.453 1.0 -0.5 0.5
C -4.946 2.375 -1.796 -0.4 -0.2 -0.4
C 3.025 -0.524 10.785 -0.2 -0.3 -0.5
C -0.479 1.483 2.647 0.3 0.1 0.3
C -0.670 1.586 -0.369 0.4 0.2 -0.2
C 1.637 -0.073 -4.718 -0.9 -0.1 0.7
H -4.206 5.047 -6.761 0.1 0.0 -0.1
H -2.383 7.385 3.530 0.0 0.0 -0.1
H 3.566 -1.129 -3.617 0.0 -0.8 -0.1
H -2.918 0.865 -1.570 0.4 -0.1 0.5
H 0.541 -1.993 -6.466 0.1 -0.1 0.3
H 3.887 0.011 -1.508 -0.4 0.0 0.5
H 4.470 5.357 6.722 0.0 0.1 0.0
H 11.384 -2.612 3.274 0.0 0.1 0.0
H -1.855 2.240 -2.527 -0.7 0.4 0.0
H -6.966 3.079 -1.860 -0.5 0.0 0.2
H -0.423 2.408 -3.424 0.3 0.4 -0.3
H 0.166 -3.421 -10.461 -0.1 0.0 0.0
H -3.859 -5.417 -6.820 0.0 0.0 0.0
H -7.577 -2.471 -4.036 -0.4 -0.3 -0.7
H 1.223 -0.758 -3.988 0.0 -0.5 0.4
H -8.354 -2.427 -1.428 -0.5 -0.1 0.3
H -7.328 4.943 4.700 0.0 0.0 0.1
H 1.351 -4.989 13.301 -0.1 0.0 0.0
H -1.417 2.360 -0.449 -0.4 0.3 -0.2
H 4.599 1.394 -2.360 0.1 0.6 0.2
H -5.812 4.149 -2.581 0.1 0.6 -0.1
H -0.363 -2.570 6.604 -0.7 -0.2 -0.3
H -6.833 -1.544 -1.360 0.1 0.5 0.5
H -4.241 3.079 -1.378 0.6 0.1 0.3
H -1.033 1.582 4.703 -0.5 -0.1 0.4
H -4.160 -0.297 -1.939 -0.4 -0.4 0.1
H 2.045 -0.688 -5.496 0.3 -0.1 -0.6
H 0.587 1.707 -4.661 -0.4 0.7 0.3
H -0.534 -0.015 -1.754 0.1 -0.6 0.0
H 1.183 0.598 1.672 0.3 -0.6 0.0
H -7.277 0.203 -4.254 -0.1 0.4 -0.6
H 1.517 2.171 2.237 0.5 0.4 0.4
H -6.352 -0.072 -2.842 0.7 0.2 0.5
H 0.381 3.213 0.509 0.0 0.7 -0.1
H -1.140 0.798 0.187 -0.2 -0.5 0.5
H -0.333 3.046 4.151 0.2 0.7 -0.1
H -0.488 -5.897 2.469 -0.1 0.0 0.0
H 0.543 1.043 -6.217 -0.2 0.0 -0.8
H 7.616 -2.367 5.290 0.0 0.0 0.1
H 16.367 -1.497 -1.551 0.0 0.1 0.0
H 3.251 -4.372 -1.114 -0.1 0.0 0.0
H -0.782 0.455 2.720 -0.2 -0.6 0.0
H -9.985 0.255 -5.453 0.0 0.0 0.0
H -1.324 2.006 2.226 -0.3 0.4 -0.2
H 2.278 1.203 -3.136 -0.2 0.3 0.4
H 4.632 0.032 -4.423 0.4 -0.4 -0.5
H 1.712 4.519 -8.511 0.0 0.1 0.0
H 5.182 -4.086 10.104 0.0 0.0 0.0
H -5.327 1.734 -1.015 0.0 -0.4 0.5
H 2.988 1.529 -4.700 0.2 0.6 -0.1
H 0.767 1.118 -1.871 0.5 -0.1 -0.2
H -6.257 2.706 -3.430 -0.2 -0.3 -0.4
H -6.882 -3.130 -2.007 0.3 -0.4 0.0
H 3.473 0.446 10.634 0.0 0.0 0.0
H 5.447 -0.121 -2.237 0.7 -0.1 0.3
H -2.040 7.065 0.146 -0.1 0.0 0.0
H -3.388 0.198 9.526 -0.1 0.0 0.0
H 1.419 2.029 -0.201 0.5 0.0 -0.2
```
Forces are in eV/Å.